Formula: C29H60AsCdN2O5S5Si
Source: the OMol25 dataset
Level of theory: ωB97M-V/def2-TZVPD

As for the LUMO energy: -1.69 eV. Its spin multiplicity is 1. The calculation puts the molecular weight at 892.56 u. Its charge is +1. For the energy above the lowest of the compared OMol25 structures with the same formula, charge and spin, the calculation gives 0.0 kJ/mol. For the largest force on an atom, the calculation gives 0.13 eV/A. The value obtained for the HOMO-LUMO gap is 8.84 eV.

Geometry (Å):
Cd1 -0.74 0.67 0.06
As1 -1.32 3.52 2.29
S1 -2.02 2.95 0.37
S2 -0.19 3.97 -4.42
S3 -0.90 -0.46 2.25
S4 2.64 2.40 -3.22
S5 0.86 4.36 -1.17
Si1 -0.09 -2.23 1.49
O1 1.55 -2.29 1.56
O2 -0.36 1.10 -2.28
O3 1.50 1.28 0.10
O4 -0.66 -3.58 2.19
O5 -0.39 -2.22 -0.14
N1 3.72 1.12 0.20
N2 -2.49 -0.12 -1.25
C1 2.38 4.96 -1.96
C2 0.90 -4.21 -0.79
C3 2.53 0.69 -0.24
C4 -1.57 -3.46 4.42
C5 3.81 -2.07 2.21
C6 -1.38 5.43 2.44
C7 -2.40 2.80 3.70
C8 2.00 -1.90 3.92
C9 0.50 3.00 2.65
C10 -2.54 0.11 -2.56
C11 -0.38 5.51 -3.48
C12 2.41 2.98 -4.92
C13 3.33 3.82 -2.34
C14 -1.59 -4.13 -0.99
C15 -0.19 -2.70 -2.46
C16 -0.31 -3.32 -1.08
C17 -4.65 -1.01 -2.72
C18 -4.58 -1.24 -1.35
C19 1.46 4.15 -5.16
C20 2.45 -2.60 2.64
C21 -1.80 -3.95 3.00
C22 -3.09 -3.36 2.43
C23 2.51 -0.51 -1.13
C24 -1.39 0.83 -3.21
C25 -0.40 5.40 -1.96
C26 2.50 -4.11 2.83
C27 -3.61 -0.33 -3.33
C28 -1.85 -5.47 2.96
C29 -3.49 -0.78 -0.65
H1 -0.91 -5.89 3.33
H2 0.54 1.91 2.70
H3 0.96 -4.99 -1.55
H4 3.75 1.84 0.90
H5 -2.34 1.71 3.65
H6 -0.66 -3.89 4.83
H7 1.02 -2.27 4.24
H8 4.57 0.61 -0.01
H9 4.57 -2.30 2.96
H10 3.48 -0.73 -1.56
H11 4.10 -2.53 1.26
H12 -1.00 0.20 -4.02
H13 2.11 5.54 -2.84
H14 -0.23 -3.47 -3.23
H15 -0.71 5.85 1.70
H16 -1.07 5.73 3.44
H17 -2.00 -5.83 1.95
H18 -3.94 -3.72 3.01
H19 -3.37 -0.94 0.41
H20 -3.23 -3.67 1.39
H21 -0.37 6.41 -1.55
H22 3.21 -4.37 3.62
H23 -1.49 -2.37 4.44
H24 1.82 -3.63 -0.82
H25 1.33 4.26 -6.23
H26 -2.40 -3.75 5.06
H27 -1.01 -2.00 -2.63
H28 0.12 1.92 -2.51
H29 2.72 -2.09 4.72
H30 -2.03 3.16 4.66
H31 -5.37 -1.78 -0.83
H32 1.89 5.08 -4.79
H33 -1.59 -4.93 -1.74
H34 0.80 3.44 3.60
H35 -2.40 5.76 2.25
H36 1.11 3.36 1.83
H37 -1.75 1.76 -3.66
H38 2.06 2.09 -5.44
H39 2.82 -4.59 1.91
H40 -3.63 -0.14 -4.40
H41 -1.33 4.95 -1.62
H42 -3.07 -2.28 2.48
H43 -3.43 3.12 3.54
H44 -2.46 -3.49 -1.17
H45 1.93 -0.83 3.76
H46 0.39 6.19 -3.82
H47 4.17 4.22 -2.91
H48 3.76 -0.99 2.08
H49 3.75 3.37 -1.44
H50 2.91 5.63 -1.29
H51 1.78 -0.33 -1.92
H52 0.76 -2.16 -2.57
H53 3.39 3.23 -5.35
H54 -1.33 5.96 -3.79
H55 -5.49 -1.36 -3.29
H56 -2.66 -5.84 3.59
H57 2.17 -1.36 -0.52
H58 0.81 -4.68 0.19
H59 1.52 -4.49 3.10
H60 -1.68 -4.59 -0.01

Formula: C9H8NOS
Source: the OMol25 dataset
Level of theory: ωB97M-V/def2-TZVPD

As for the LUMO energy (alpha / beta): -6.19 / -6.19 eV. Its spin multiplicity is 1. The calculation puts the molecular weight at 178.24 u. Its charge is +1. For the energy above the lowest of the compared OMol25 structures with the same formula, charge and spin, the calculation gives 193.8 kJ/mol. For the largest force on an atom, the calculation gives 6.17 eV/A. The value obtained for the HOMO-LUMO gap (alpha / beta) is 6.87 / 6.88 eV.

Geometry (Å):
S1 2.44 -0.46 -1.32
O1 0.49 3.06 0.33
N1 0.57 1.86 0.48
C1 2.31 -0.76 0.58
C2 0.89 -1.05 1.12
C3 -0.47 0.97 0.12
C4 -2.44 0.52 -1.11
C5 2.75 0.48 0.04
C6 -0.27 -0.40 0.42
C7 -1.25 -1.28 -0.02
C8 -2.28 -0.83 -0.83
C9 -1.55 1.48 -0.65
H1 3.30 1.28 0.22
H2 -3.03 -1.55 -1.39
H3 1.03 -0.73 2.12
H4 -3.16 0.98 -1.63
H5 -1.48 2.47 -0.75
H6 0.63 -2.21 1.05
H7 -1.33 -2.28 0.11
H8 2.87 -1.56 1.11

Formula: C2H2CaO3
Source: the OMol25 dataset
Level of theory: ωB97M-V/def2-TZVPD

As for the LUMO energy (alpha / beta): -4.79 / -4.76 eV. Its spin multiplicity is 2. The calculation puts the molecular weight at 114.11 u. Its charge is +1. For the largest force on an atom, the calculation gives 3.24 eV/A. The value obtained for the HOMO-LUMO gap (alpha / beta) is 5.06 / 10.34 eV.

Geometry (Å):
Ca1 -2.19 -0.17 -1.73
O1 -0.51 1.53 0.38
O2 -0.05 0.83 1.56
O3 1.26 -0.05 -0.67
C1 0.17 -0.32 0.74
C2 -0.33 0.42 -0.45
H1 0.31 -1.30 1.19
H2 1.32 -0.94 -1.02

Formula: C33H21BrN5OReS3
Source: the OMol25 dataset
Level of theory: ωB97M-V/def2-TZVPD

As for the LUMO energy (alpha / beta): -4.33 / -4.47 eV. Its spin multiplicity is 2. The calculation puts the molecular weight at 865.88 u. Its charge is +1. For the energy above the lowest of the compared OMol25 structures with the same formula, charge and spin, the calculation gives 197.4 kJ/mol. For the largest force on an atom, the calculation gives 4.22 eV/A. The value obtained for the HOMO-LUMO gap (alpha / beta) is 5.87 / 6.23 eV.

Geometry (Å):
Re1 0.20 -0.40 0.05
Br1 -5.30 -4.38 3.00
S1 -2.44 4.71 -0.14
S2 4.44 -4.19 -0.19
S3 0.49 0.06 2.60
O1 0.32 -3.32 0.12
N1 0.15 -2.16 0.12
N2 2.31 -0.44 -0.24
N3 -2.46 -2.88 0.47
N4 -1.70 -1.33 3.67
N5 0.66 1.65 -0.23
C1 -4.95 -0.50 -1.93
C2 -5.29 -0.02 0.40
C3 -1.72 7.17 -0.12
C4 1.62 4.28 -0.15
C5 -3.59 -0.41 -1.77
C6 -0.53 6.43 -0.14
C7 3.10 -1.49 -0.28
C8 -1.69 -0.15 -0.27
C9 6.62 -2.83 -0.17
C10 -3.94 0.09 0.60
C11 -5.81 -0.34 -0.85
C12 2.52 3.21 -0.19
C13 4.50 -1.43 -0.25
C14 1.99 1.90 -0.23
C15 0.25 4.02 -0.19
C16 -4.26 -4.02 1.46
C17 -2.68 -3.49 -0.68
C18 -0.73 5.07 -0.16
C19 -4.53 -4.67 0.26
C20 4.78 2.31 -0.17
C21 3.94 3.38 -0.16
C22 -3.72 -4.39 -0.83
C23 4.27 0.98 -0.22
C24 -0.80 -0.79 3.19
C25 -3.20 -3.12 1.52
C26 5.09 -0.16 -0.22
C27 5.26 -2.65 -0.21
C28 2.88 0.79 -0.24
C29 -2.83 6.37 -0.11
C30 -3.03 -0.14 -0.48
C31 -0.17 2.68 -0.24
C32 7.00 -4.18 -0.12
C33 5.93 -5.03 -0.13
H1 7.34 -2.03 -0.17
H2 8.02 -4.52 -0.09
H3 -1.23 2.45 -0.27
H4 6.16 -0.04 -0.18
H5 -2.94 -2.60 2.44
H6 -2.01 -3.24 -1.49
H7 -5.34 -0.72 -2.91
H8 -5.96 0.13 1.23
H9 -1.76 8.24 -0.10
H10 -3.86 6.67 -0.10
H11 -3.53 0.31 1.57
H12 -2.91 -0.55 -2.59
H13 5.92 -6.10 -0.10
H14 0.44 6.90 -0.15
H15 -6.87 -0.47 -0.99
H16 4.33 4.38 -0.10
H17 1.99 5.29 -0.10
H18 -3.89 -4.88 -1.78
H19 2.62 -2.46 -0.31
H20 5.84 2.45 -0.14
H21 -5.34 -5.38 0.19

Formula: CHClO3S
Source: the OMol25 dataset
Level of theory: ωB97M-V/def2-TZVPD

As for the LUMO energy: -1.04 eV. As for the SMILES: O=CS(=O)(=O)Cl. Its spin multiplicity is 1. The calculation puts the molecular weight at 128.54 u. For the energy above the lowest of the compared OMol25 structures with the same formula, charge and spin, the calculation gives 201.9 kJ/mol. For the largest force on an atom, the calculation gives 4.29 eV/A. The value obtained for the HOMO-LUMO gap is 10.21 eV.

Geometry (Å):
Cl1 -0.82 0.41 2.63
S1 0.81 -0.52 1.83
O1 -0.94 -1.36 -0.22
O2 1.25 -1.47 2.73
O3 1.66 0.58 1.43
C1 0.08 -0.90 0.14
H1 0.93 -0.40 -0.48

Formula: C36H48FGe2IrN4O4SSi
Source: the OMol25 dataset
Level of theory: ωB97M-V/def2-TZVPD

As for the LUMO energy (alpha / beta): -2.01 / -4.74 eV. Its spin multiplicity is 6. The calculation puts the molecular weight at 1017.39 u. Its charge is +1. For the largest force on an atom, the calculation gives 0.90 eV/A. The value obtained for the HOMO-LUMO gap (alpha / beta) is 6.77 / 5.76 eV.

Geometry (Å):
Ir1 -0.84 1.46 -0.79
Ge1 2.63 -0.20 1.38
Ge2 0.79 -2.77 -1.10
S1 1.54 0.12 -1.22
Si1 -0.49 4.73 -1.95
F1 -0.69 2.10 1.75
O1 1.62 0.97 0.06
O2 2.79 -0.55 -1.42
O3 0.44 -0.90 -0.81
O4 1.05 0.92 -2.33
N1 -3.72 0.56 -0.81
N2 -2.65 0.54 -0.04
N3 -0.82 3.61 -0.54
N4 -2.20 1.12 -2.50
C1 -1.04 4.17 0.68
C2 -3.47 0.85 -2.10
C3 -4.23 0.93 -4.37
C4 2.00 -3.07 0.43
C5 -1.31 3.86 3.12
C6 2.55 -2.12 1.19
C7 -1.92 1.18 -3.81
C8 2.19 -4.51 0.76
C9 -1.39 -4.78 -1.18
C10 0.99 5.77 -1.47
C11 -1.75 -0.65 1.85
C12 2.53 -7.25 1.31
C13 2.69 -6.30 2.31
C14 -4.52 0.81 -3.04
C15 -2.89 1.09 -4.78
C16 -4.18 -0.48 3.17
C17 -1.04 3.39 1.86
C18 -2.83 -0.01 1.24
C19 -1.57 6.05 2.15
C20 2.01 -5.48 -0.23
C21 2.19 -6.83 0.03
C22 1.34 -2.87 -2.97
C23 -1.04 -3.34 -0.80
C24 -1.89 -1.19 3.11
C25 2.52 -4.95 2.05
C26 -4.05 0.07 1.91
C27 5.26 0.47 2.42
C28 -1.29 5.56 0.91
C29 -1.59 5.21 3.27
C30 -2.09 5.64 -2.30
C31 1.64 0.40 2.94
C32 -3.10 -1.11 3.79
C33 -0.05 3.87 -3.52
C34 4.39 0.59 1.17
C35 1.93 -0.41 4.21
C36 1.83 -4.22 -3.49
H1 -1.95 6.26 -3.19
H2 1.34 -0.03 5.05
H3 3.17 -2.48 2.01
H4 4.20 1.64 0.93
H5 0.40 4.64 -4.15
H6 -1.77 7.11 2.27
H7 1.88 5.15 -1.54
H8 -1.10 -5.01 -2.21
H9 -2.47 -4.94 -1.10
H10 2.62 -4.25 2.86
H11 0.58 0.35 2.69
H12 1.11 6.58 -2.19
H13 -5.02 0.88 -5.11
H14 -4.89 0.55 1.42
H15 1.66 -1.46 4.07
H16 -3.20 -1.53 4.77
H17 0.68 3.07 -3.42
H18 -0.90 -5.49 -0.52
H19 2.77 -4.52 -3.01
H20 -2.85 4.89 -2.54
H21 1.11 -5.02 -3.34
H22 1.88 1.46 3.08
H23 4.87 0.15 0.30
H24 -0.93 3.50 -4.04
H25 5.56 -0.57 2.60
H26 6.17 1.06 2.31
H27 2.02 -4.16 -4.56
H28 2.94 -6.62 3.32
H29 2.06 -7.56 -0.76
H30 -0.82 -0.73 1.30
H31 -1.30 3.18 3.96
H32 -0.88 1.31 -4.07
H33 2.97 -0.36 4.50
H34 -1.29 6.24 0.07
H35 -5.52 0.64 -2.68
H36 -2.48 6.27 -1.51
H37 2.10 -2.11 -3.14
H38 -1.62 -2.64 -1.41
H39 0.96 6.20 -0.48
H40 -1.30 -3.13 0.24
H41 2.66 -8.30 1.53
H42 -1.04 -1.70 3.57
H43 -5.12 -0.41 3.69
H44 -2.62 1.15 -5.82
H45 4.75 0.82 3.32
H46 -1.82 5.61 4.25
H47 0.44 -2.56 -3.52
H48 1.76 -5.19 -1.24